Below is a structure of composition C58H37F5NbO8 at a distorted geometry, with properties calculated with wB97M-V/def2-TZVPD.

As for the LUMO energy: -0.180 eV. The max |F| comes out at 2.3 eV/A. The charge is -1.

XYZ file:
```
109
C58H37F5NbO8 wB97M-V/def2-TZVPD
F -5.645 -5.399 8.651
C -4.345 -5.347 8.299
F -3.798 -6.410 8.810
F -4.338 -5.417 7.005
C -3.728 -4.040 8.811
F -4.363 -3.061 8.097
F -4.163 -3.932 10.092
Nb -1.429 -3.804 8.590
H -1.060 -4.533 10.243
H -1.167 -5.480 7.900
H -1.739 -3.170 6.881
H -1.635 -2.125 9.339
H 0.316 -3.354 8.342
C -1.948 -8.227 3.803
C -1.761 -8.902 2.599
C -1.013 -8.326 1.586
C -0.456 -7.066 1.766
C -0.664 -6.382 2.968
C -1.402 -6.969 3.988
C -0.118 -5.014 3.165
O -0.296 -4.410 4.196
C 0.646 -4.387 2.052
C 1.118 -3.092 2.210
C 1.837 -2.489 1.196
C 2.098 -3.184 0.016
C 1.628 -4.477 -0.147
C 0.892 -5.082 0.869
C 0.360 -6.462 0.676
O 0.586 -7.074 -0.350
H -2.527 -8.683 4.596
H -2.200 -9.881 2.454
H -0.863 -8.853 0.652
H -1.550 -6.439 4.922
H 0.917 -2.556 3.130
H 2.198 -1.476 1.322
H 2.666 -2.713 -0.776
H 1.827 -5.018 -1.062
C 5.402 2.110 8.860
C 4.464 1.561 9.730
C 3.192 1.255 9.279
C 2.847 1.506 7.958
C 3.779 2.077 7.089
C 5.060 2.368 7.544
C 3.414 2.396 5.681
O 4.229 2.889 4.925
C 2.028 2.104 5.224
C 1.651 2.441 3.929
C 0.369 2.161 3.486
C -0.540 1.533 4.334
C -0.172 1.199 5.627
C 1.108 1.491 6.079
C 1.478 1.155 7.484
O 0.686 0.614 8.221
H 6.399 2.340 9.213
H 4.730 1.370 10.762
H 2.463 0.822 9.952
H 5.786 2.799 6.867
H 2.360 2.926 3.270
H 0.077 2.431 2.477
H -1.539 1.307 3.985
H -0.879 0.713 6.288
C -0.504 -1.128 -1.695
C -0.229 -0.669 -0.411
C -0.035 0.682 -0.183
C -0.101 1.582 -1.237
C -0.354 1.121 -2.531
C -0.565 -0.236 -2.753
C -0.384 2.062 -3.681
O -0.607 1.663 -4.808
C -0.125 3.506 -3.422
C -0.095 4.398 -4.488
C 0.131 5.744 -4.260
C 0.321 6.209 -2.963
C 0.297 5.326 -1.896
C 0.083 3.972 -2.122
C 0.093 3.032 -0.968
O 0.259 3.439 0.164
H -0.663 -2.185 -1.869
H -0.172 -1.363 0.412
H 0.173 1.038 0.818
H -0.773 -0.591 -3.753
H -0.246 4.039 -5.496
H 0.158 6.433 -5.094
H 0.491 7.263 -2.785
H 0.449 5.686 -0.888
C -0.454 0.272 -9.335
C -0.318 1.062 -8.198
C -0.436 2.436 -8.290
C -0.681 3.033 -9.519
C -0.796 2.243 -10.666
C -0.692 0.861 -10.566
C -1.012 2.865 -12.000
O -1.117 2.182 -12.998
C -1.088 4.351 -12.083
C -1.234 4.956 -13.325
C -1.319 6.334 -13.418
C -1.267 7.116 -12.268
C -1.116 6.519 -11.028
C -1.017 5.137 -10.931
C -0.822 4.512 -9.594
O -0.774 5.195 -8.590
H -0.369 -0.804 -9.260
H -0.121 0.606 -7.236
H -0.335 3.046 -7.405
H -0.793 0.249 -11.453
H -1.278 4.347 -14.218
H -1.428 6.804 -14.387
H -1.340 8.194 -12.342
H -1.071 7.125 -10.134
```

Below is a structure of composition C58H41Cl4IrN8O2S2 at a distorted geometry, with properties calculated with wB97M-V/def2-TZVPD.

As for the LUMO energy (alpha / beta): -4.186 / -5.467 eV. The max |F| comes out at 2.3 eV/A. The charge is +1. Its energy relative to the best compared isomer or geometry (same formula, charge and spin) is 53.8 kcal/mol. As for the spin multiplicity: 2.

XYZ file:
```
116
C58H41Cl4IrN8O2S2 wB97M-V/def2-TZVPD
Ir 0.788 0.029 0.865
Cl 6.684 6.574 -2.132
C 5.670 5.391 -1.388
C 5.560 5.352 -0.007
C 4.752 4.398 0.589
C 4.056 3.470 -0.184
C 4.192 3.521 -1.573
C 4.983 4.482 -2.178
C 3.209 2.403 0.398
C 2.197 2.708 1.298
C 2.001 3.955 1.972
C 1.061 3.745 2.926
C 0.597 2.398 2.781
C -0.389 1.786 3.579
C -0.695 2.398 4.901
C -1.345 3.620 5.032
C -1.527 4.190 6.282
C -1.044 3.539 7.406
Cl -1.240 4.263 8.963
C -0.406 2.313 7.296
C -0.243 1.742 6.045
C -1.008 0.598 3.267
N -0.741 -0.191 2.164
C -1.632 -1.218 2.207
C -1.603 -2.362 1.391
C -2.759 -3.286 1.460
C -2.592 -4.655 1.693
C -3.679 -5.509 1.731
C -4.956 -4.997 1.545
Cl -6.313 -6.065 1.565
C -5.150 -3.638 1.362
C -4.056 -2.790 1.329
C -0.465 -2.720 0.665
C -0.245 -3.956 -0.021
C 1.072 -4.006 -0.347
C 1.658 -2.764 0.046
N 0.703 -1.979 0.639
C 2.974 -2.396 -0.228
C 3.464 -1.103 -0.147
C 4.777 -0.688 -0.546
C 4.810 0.663 -0.453
C 3.527 1.080 0.036
N 2.728 -0.004 0.221
C 3.915 -3.470 -0.659
C 4.545 -4.252 0.303
C 5.445 -5.238 -0.071
C 5.705 -5.446 -1.417
Cl 6.825 -6.675 -1.890
C 5.078 -4.681 -2.388
C 4.187 -3.691 -2.004
C -2.504 -1.065 3.339
C -2.113 0.040 3.998
N 1.280 1.789 1.780
H 6.114 6.056 0.598
H 4.704 4.347 1.668
H 3.658 2.805 -2.186
H 5.076 4.525 -3.254
H 2.524 4.869 1.758
H 0.685 4.454 3.642
H -1.738 4.122 4.156
H -2.039 5.136 6.387
H -0.037 1.816 8.182
H 0.261 0.789 5.951
H -1.609 -5.052 1.909
H -3.543 -6.565 1.916
H -6.150 -3.241 1.253
H -4.220 -1.731 1.190
H -0.993 -4.694 -0.245
H 1.605 -4.801 -0.842
H 5.572 -1.345 -0.857
H 5.641 1.317 -0.654
H 4.338 -4.083 1.352
H 5.940 -5.844 0.675
H 5.285 -4.864 -3.433
H 3.699 -3.086 -2.758
H -3.295 -1.741 3.612
H -2.535 0.454 4.897
C 0.395 1.498 -4.608
C -0.067 0.094 -4.202
C -1.600 -0.002 -4.236
C 0.569 -0.971 -5.104
C 0.362 -0.165 -2.816
N 0.697 -0.363 -1.736
H 0.071 1.697 -5.629
H 1.483 1.578 -4.569
H -0.033 2.253 -3.949
H -1.952 0.205 -5.247
H -2.055 0.718 -3.554
H -1.934 -0.999 -3.949
H 0.243 -0.814 -6.131
H 0.271 -1.973 -4.793
H 1.657 -0.909 -5.072
N -6.048 -1.376 -4.719
C -5.612 -0.825 -3.539
C -6.106 0.408 -3.102
C -5.633 0.981 -1.938
C -4.665 0.329 -1.183
C -4.160 -0.895 -1.609
C -4.631 -1.467 -2.774
S -4.089 1.096 0.302
O -4.623 0.392 1.441
O -4.396 2.502 0.186
N -2.516 0.797 0.278
C -1.694 1.661 -0.218
S -2.133 3.156 -1.066
C -0.469 3.485 -1.392
C 0.310 2.545 -0.849
N -0.359 1.530 -0.197
H -6.843 -0.981 -5.187
H -5.820 -2.328 -4.937
H -6.874 0.908 -3.678
H -6.011 1.935 -1.599
H -3.401 -1.396 -1.026
H -4.245 -2.425 -3.103
H -0.151 4.354 -1.941
H 1.378 2.522 -0.913
```

Below is a structure of composition C58H47BF4N9O5P2Zr at a distorted geometry, with properties calculated with wB97M-V/def2-TZVPD.

As for the LUMO energy: -3.414 eV. The max |F| comes out at 2.1 eV/A. The charge is +1.

XYZ file:
```
127
C58H47BF4N9O5P2Zr wB97M-V/def2-TZVPD
Zr 0.055 -1.019 -1.284
C 2.451 -3.763 -1.855
P 2.221 -2.697 -0.348
C 1.504 -4.033 0.695
C 1.975 -4.361 1.963
C 1.368 -5.372 2.693
C 0.275 -6.049 2.176
C -0.191 -5.740 0.907
C 0.426 -4.745 0.168
C 3.955 -2.655 0.230
C 4.653 -3.823 0.534
C 5.956 -3.750 0.997
C 6.580 -2.518 1.147
C 5.910 -1.358 0.796
C 4.606 -1.429 0.332
C 1.382 -3.430 -2.842
C 0.958 -4.116 -3.948
C 0.199 -3.207 -4.731
C 0.186 -2.015 -4.061
C -0.062 -0.624 -4.561
P 1.345 0.307 -3.726
C 1.207 1.930 -4.574
C 0.078 2.312 -5.293
C -0.019 3.587 -5.832
C 1.009 4.499 -5.656
C 2.137 4.132 -4.934
C 2.229 2.863 -4.390
C 2.729 -0.503 -4.623
C 2.745 -0.683 -6.002
C 3.759 -1.417 -6.595
C 4.786 -1.941 -5.822
C 4.803 -1.727 -4.452
C 3.768 -1.024 -3.856
N 0.898 -2.132 -2.872
H 3.419 -3.508 -2.299
H 2.458 -4.821 -1.596
H 2.831 -3.841 2.373
H 1.756 -5.643 3.667
H -0.204 -6.826 2.755
H -1.034 -6.270 0.487
H 0.073 -4.521 -0.832
H 4.180 -4.789 0.409
H 6.494 -4.656 1.240
H 7.590 -2.469 1.529
H 6.402 -0.399 0.881
H 4.077 -0.533 0.031
H 1.193 -5.133 -4.210
H -0.254 -3.402 -5.687
H 0.047 -0.594 -5.647
H -1.046 -0.231 -4.307
H -0.742 1.624 -5.445
H -0.909 3.862 -6.383
H 0.925 5.490 -6.080
H 2.939 4.843 -4.786
H 3.106 2.582 -3.819
H 1.962 -0.253 -6.614
H 3.749 -1.587 -7.663
H 5.576 -2.510 -6.293
H 5.620 -2.108 -3.853
H 3.750 -0.875 -2.779
C -2.872 3.387 0.543
N -1.812 2.397 0.615
C -1.907 1.075 0.458
N -0.711 0.517 0.553
C 0.103 1.587 0.814
N -0.536 2.730 0.866
C -3.518 3.786 1.867
C -3.790 5.120 2.147
C -4.352 5.483 3.358
C -4.595 4.541 4.339
C -4.323 3.208 4.080
C -3.816 2.827 2.827
C -4.313 2.141 5.085
N -4.640 0.906 4.886
N -4.016 0.171 5.856
C -3.354 1.003 6.599
O -3.522 2.274 6.180
C -2.266 0.713 7.532
C -2.043 1.441 8.696
C -0.894 1.215 9.432
C 0.064 0.325 8.982
C -0.143 -0.382 7.807
C 0.919 -1.277 7.232
N 1.350 -0.756 5.953
C 0.943 -1.058 4.718
N 1.629 -0.355 3.830
C 2.448 0.400 4.612
N 2.309 0.180 5.891
C -1.327 -0.216 7.103
H -3.639 2.969 -0.112
H -2.437 4.271 0.081
H -2.831 0.558 0.263
H 1.164 1.505 0.958
H -3.562 5.876 1.407
H -4.577 6.523 3.552
H -4.986 4.843 5.300
H -3.632 1.777 2.648
H -2.765 2.177 9.021
H -0.729 1.761 10.351
H 0.984 0.196 9.536
H 0.536 -2.288 7.085
H 1.793 -1.300 7.881
H 0.165 -1.767 4.500
H 3.142 1.128 4.232
H -1.515 -0.765 6.190
F -0.764 -2.190 0.263
B -2.027 -2.635 -0.443
F -2.506 -3.760 0.086
F -2.837 -1.541 -0.378
F -1.496 -2.777 -1.760
O -0.091 1.306 -1.802
C -1.248 1.010 -2.195
O -1.582 -0.233 -2.118
C -2.201 1.970 -2.748
C -1.872 3.310 -2.919
C -2.766 4.197 -3.509
C -3.980 3.694 -3.918
O -4.999 4.333 -4.535
C -6.010 3.357 -4.768
O -5.578 2.129 -4.202
C -4.324 2.350 -3.721
C -3.459 1.467 -3.142
H -0.896 3.660 -2.611
H -2.511 5.235 -3.661
H -6.165 3.238 -5.845
H -6.944 3.677 -4.299
H -3.708 0.426 -2.994
```

Below is a cluster of 11 separate species, C58H51F9N2 in total at a distorted geometry, with properties calculated with wB97M-V/def2-TZVPD.

As for the LUMO energy: 0.026 eV. As for the SMILES: Fc1ccccc1.Fc1ccccc1.Fc1ccccc1.Fc1ccccc1.Fc1ccccc1.Fc1ccccc1.Fc1ccccc1.Fc1ccccc1.Fc1ccccc1.CC#N.CC#N. The max |F| comes out at 3.5 eV/A. The charge is 0. Its energy relative to the best compared isomer or geometry (same formula, charge and spin) is 49.3 kcal/mol.

XYZ file:
```
120
C58H51F9N2 wB97M-V/def2-TZVPD
F 0.258 2.159 1.907
C 0.292 1.303 0.877
C 0.903 0.087 1.022
C 1.056 -0.739 -0.121
C 0.446 -0.337 -1.299
C -0.237 0.826 -1.410
C -0.308 1.669 -0.305
H 1.250 -0.171 2.012
H 1.514 -1.707 0.017
H 0.414 -1.021 -2.135
H -0.752 1.044 -2.334
H -0.760 2.642 -0.425
F -6.166 -1.212 -5.086
C -6.687 -2.463 -5.006
C -5.768 -3.499 -4.818
C -6.301 -4.734 -4.693
C -7.621 -4.984 -5.045
C -8.544 -3.967 -5.236
C -8.038 -2.653 -5.306
H -4.737 -3.277 -4.586
H -5.669 -5.561 -4.405
H -7.900 -6.025 -5.116
H -9.587 -4.151 -5.445
H -8.741 -1.882 -5.587
F 5.627 -5.540 -2.544
C 5.514 -6.560 -3.372
C 6.613 -7.287 -3.835
C 6.412 -8.400 -4.618
C 5.170 -8.697 -5.114
C 4.075 -7.944 -4.680
C 4.181 -6.881 -3.742
H 7.618 -7.027 -3.538
H 7.197 -9.049 -4.976
H 5.020 -9.566 -5.738
H 3.123 -8.283 -5.061
H 3.243 -6.427 -3.458
F -6.882 0.530 4.565
C -7.301 0.642 3.247
C -6.760 1.601 2.462
C -7.380 1.879 1.232
C -8.420 1.057 0.818
C -8.884 0.020 1.660
C -8.328 -0.181 2.896
H -5.856 2.119 2.746
H -6.989 2.690 0.636
H -8.868 1.263 -0.143
H -9.692 -0.617 1.332
H -8.759 -0.956 3.514
F -1.567 -7.114 0.977
C -2.778 -6.762 1.448
C -3.381 -5.512 1.255
C -4.654 -5.256 1.690
C -5.345 -6.271 2.350
C -4.750 -7.514 2.627
C -3.469 -7.794 2.132
H -2.747 -4.723 0.876
H -5.107 -4.326 1.378
H -6.301 -6.164 2.841
H -5.258 -8.251 3.231
H -2.941 -8.727 2.266
F -1.856 0.444 -8.838
C -0.607 -0.103 -8.793
C 0.431 0.825 -8.857
C 1.745 0.434 -8.658
C 2.025 -0.893 -8.361
C 0.974 -1.909 -8.333
C -0.367 -1.464 -8.601
H 0.127 1.854 -8.983
H 2.480 1.224 -8.702
H 3.069 -1.165 -8.303
H 1.305 -2.923 -8.164
H -1.221 -2.125 -8.636
F 1.294 2.918 13.341
C 0.466 2.989 12.262
C -0.714 3.743 12.434
C -1.621 3.755 11.360
C -1.262 3.173 10.177
C -0.076 2.467 9.999
C 0.829 2.406 11.042
H -0.849 4.228 13.389
H -2.557 4.287 11.445
H -1.822 3.375 9.276
H 0.278 2.181 9.019
H 1.780 1.893 11.029
F 3.393 8.333 1.198
C 3.513 9.658 1.005
C 2.381 10.396 0.602
C 2.517 11.770 0.366
C 3.829 12.326 0.396
C 4.914 11.670 0.979
C 4.772 10.310 1.241
H 1.458 9.842 0.682
H 1.740 12.435 0.019
H 3.880 13.390 0.218
H 5.876 12.121 1.174
H 5.602 9.732 1.618
F 7.992 5.675 -2.809
C 7.485 4.391 -2.970
C 8.332 3.351 -2.809
C 7.854 2.031 -3.004
C 6.501 1.759 -3.311
C 5.656 2.866 -3.509
C 6.122 4.157 -3.367
H 9.344 3.580 -2.509
H 8.495 1.171 -2.879
H 6.168 0.756 -3.535
H 4.605 2.834 -3.755
H 5.520 5.045 -3.492
C -1.965 -3.059 6.942
C -2.147 -2.831 8.373
N -2.290 -2.630 9.499
H -1.090 -3.691 6.791
H -1.857 -2.099 6.436
H -2.942 -3.415 6.615
C 6.474 2.129 2.910
C 7.456 3.248 2.937
N 8.197 4.106 3.042
H 5.515 2.629 2.771
H 6.493 1.475 3.782
H 6.665 1.607 1.972
```